<A>
A 2-piece molecular cluster, C3H4O2S overall. Source: the Open Molecules 2025 dataset; level of theory: ωB97M-V/def2-TZVPD.

Geometry as XYZ:
```
10
Properties=species:S:1:pos:R:3:nbo_charge:R:1
C 4.0024 -0.6245 0.0261 0.449
C 0.9354 -0.1775 0.5640 0.436
C -0.3826 0.3617 -0.0818 -0.688
O 3.4459 -1.6213 -0.0037 -0.481
O 1.8522 0.5710 0.7445 -0.541
S 4.7158 0.7206 -0.2027 0.028
H 1.1275 -1.2827 0.8867 0.132
H -0.7972 -0.3707 -0.5987 0.209
H -0.2501 1.2497 -0.8175 0.232
H -0.9939 0.6011 0.6772 0.225
```

Calculated values
2S+1 = 1
E_LUMO = 0.030 hartree
structure (SMILES) = O=C=S.CC=O

***

<B>
A single C3H4O2S molecule. Source: the Open Molecules 2025 dataset; level of theory: ωB97M-V/def2-TZVPD.

Geometry as XYZ:
```
10
Properties=species:S:1:pos:R:3:nbo_charge:R:1
C 1.1816 -1.3809 -1.4756 -0.272
C -0.0417 0.1051 -0.1104 0.131
C -0.3996 1.6379 -0.0649 0.364
H 1.7113 -1.3120 -2.4193 0.205
H 1.8242 -1.6814 -0.6315 0.209
H 0.3948 -2.1469 -1.5219 0.206
H 0.0812 2.2506 -0.8495 0.134
O 0.6112 -0.0937 -1.2038 -0.470
O -1.0365 2.0668 0.8588 -0.447
S -0.3157 -0.9417 1.1305 -0.059
```

Calculated values
2S+1 = 1
E_LUMO = -0.023 hartree
structure (SMILES) = COC(=S)C=O

***

From most stable to least stable, the computed energies give <A>, <B>.

***

<A>
A single C3H4O2S molecule. Source: the Open Molecules 2025 dataset; level of theory: ωB97M-V/def2-TZVPD.

Geometry as XYZ:
```
10
Properties=species:S:1:pos:R:3:nbo_charge:R:1
C 0.7843 -0.0085 0.5627 -0.086
C -0.2734 -1.3173 -0.0087 0.403
C -1.5190 -0.8793 -0.4583 -0.291
O 0.2835 -2.3249 0.0510 -0.572
O 2.0621 -0.3713 0.3445 -0.701
S -2.7401 -0.0934 0.2971 0.278
H 0.4953 0.9915 0.0921 0.185
H 0.5617 -0.0185 1.6868 0.161
H 2.2052 -1.3071 0.3913 0.495
H -3.3682 0.3126 -0.8937 0.128
```

Calculated values
2S+1 = 1
E_LUMO = -0.035 hartree

***

<B>
A 2-piece molecular cluster, C3H4O2S overall. Source: the Open Molecules 2025 dataset; level of theory: ωB97M-V/def2-TZVPD.

Geometry as XYZ:
```
10
Properties=species:S:1:pos:R:3:nbo_charge:R:1
C 1.8633 -1.5965 -0.3144 0.714
C 1.1814 -0.4044 -0.1614 -0.066
C -2.2214 0.7553 0.5302 -0.492
O 2.4138 -2.5087 -0.8343 -0.503
O 1.6774 -1.1321 1.0113 -0.441
S 1.0718 1.2900 -0.2560 0.114
H -3.2091 0.9772 0.6668 0.159
H -1.7641 0.7113 -0.4573 0.156
H -1.5639 0.3326 1.3978 0.173
H 0.5510 1.5753 -1.5827 0.186
```

Calculated values
2S+1 = 1
E_LUMO (spin up / spin down) = -0.034 / -0.004 hartree

***

From most stable to least stable, the computed energies give <A>, <B>.

***

<A>
A 2-piece molecular cluster, C3H4O2S overall. Source: the Open Molecules 2025 dataset; level of theory: ωB97M-V/def2-TZVPD.

Geometry as XYZ:
```
10
Properties=species:S:1:pos:R:3:nbo_charge:R:1
C 0.5136 -0.8500 2.8454 1.041
C -1.0154 -0.3180 -0.1261 -0.482
C 0.2325 0.1238 -0.0861 -0.287
O 0.0756 -1.3667 3.7691 -0.506
O 0.9187 -0.3301 1.9077 -0.522
S 1.5595 -0.7553 -0.8606 0.015
H -1.2621 -1.2920 -0.5090 0.198
H -1.8206 0.2584 0.2964 0.205
H 0.4856 1.1224 0.2277 0.215
H 2.5080 0.1295 -0.5666 0.124
```

Calculated values
2S+1 = 1
E_LUMO = 0.019 hartree
structure (SMILES) = O=C=O.C=CS

***

<B>
A 2-piece molecular cluster, C3H4O2S overall. Source: the Open Molecules 2025 dataset; level of theory: ωB97M-V/def2-TZVPD.

Geometry as XYZ:
```
10
Properties=species:S:1:pos:R:3:nbo_charge:R:1
C -0.4994 0.9956 0.1431 -0.500
C -0.3731 -0.2500 0.0300 -0.044
C 1.6869 -1.1373 -0.2274 -0.596
O 4.2295 -0.3426 0.0675 -0.860
O 2.5272 1.4178 -0.3712 -0.876
S 2.8737 0.1036 0.1211 1.939
H -1.3917 1.7220 0.1511 0.250
H 0.3162 1.7149 0.0337 0.265
H -0.8370 -1.2575 0.0188 0.233
H 1.8581 -1.9857 0.4053 0.187
```

Calculated values
2S+1 = 1
E_LUMO (spin up / spin down) = -0.049 / -0.049 hartree

***

<C>
A 2-piece molecular cluster, C3H4O2S overall. Source: the Open Molecules 2025 dataset; level of theory: ωB97M-V/def2-TZVPD.

Geometry as XYZ:
```
10
Properties=species:S:1:pos:R:3:nbo_charge:R:1
C -1.9307 2.0715 -0.2813 -0.151
C -1.3003 1.1276 -0.7290 -0.367
C 1.1296 -1.0823 0.4181 -0.035
O 0.5838 0.3347 -2.4020 -0.855
O 1.0554 -1.0433 1.8748 -0.715
S -0.5194 -0.1549 -1.5931 1.058
H -2.4161 2.7489 0.3800 0.240
H 0.4839 -1.6618 2.3693 0.493
H 0.9332 -1.9268 -0.0916 0.145
H 1.9806 -0.4136 0.0547 0.188
```

Calculated values
2S+1 = 1
E_LUMO (spin up / spin down) = 0.009 / -0.039 hartree

***

From most stable to least stable, the computed energies give <A>, <C>, <B>.

***

<A>
A single C4H9FN2 molecule. Source: the Open Molecules 2025 dataset; level of theory: ωB97M-V/def2-TZVPD.

Geometry as XYZ:
```
16
Properties=species:S:1:pos:R:3:nbo_charge:R:1
C 1.9324 0.8618 0.2843 -0.449
C 0.5365 2.1165 -1.4337 -0.425
C -0.2198 -0.5275 0.6705 -0.095
C -1.5943 -1.1401 0.7313 0.003
H 2.2301 -0.3126 0.3578 0.221
H 2.7774 1.4859 -0.0824 0.212
H 1.6148 1.3208 1.3169 0.195
H -0.5617 2.1534 -1.8014 0.250
H 1.3480 2.4176 -2.1620 0.201
H 0.5976 3.0358 -0.7776 0.178
H 0.6369 -0.6917 1.4340 0.206
H -2.4647 -0.6798 1.5683 0.178
H -2.2088 -1.1862 -0.3262 0.213
N 0.9703 0.9304 -0.8249 -0.271
N -0.1278 0.1621 -0.4541 -0.219
F -1.5329 -2.5617 0.8791 -0.396
```

Calculated values
2S+1 = 1
E_LUMO = 0.031 hartree
structure (SMILES) = CN(C)/N=C/CF

***

<B>
A single C4H9FN2 molecule. Source: the Open Molecules 2025 dataset; level of theory: ωB97M-V/def2-TZVPD.

Geometry as XYZ:
```
16
Properties=species:S:1:pos:R:3:nbo_charge:R:1
C -1.4994 0.1726 0.3972 -0.209
C -0.4101 1.3061 0.2090 -0.280
C 0.7598 0.8950 0.0817 0.425
C 1.3759 -0.3831 0.5446 -0.292
H -2.0417 -0.5127 -1.5451 0.350
H -3.2481 -0.6698 -0.6697 0.368
H -1.0806 -0.7114 0.7406 0.168
H -2.3014 0.3665 1.2630 0.190
H -0.7066 2.2475 -0.1475 0.240
H 0.5070 -0.8756 0.9439 0.203
H 1.8544 -0.2581 1.4803 0.200
H 2.6352 -0.5204 -1.3105 0.394
H 2.8086 -1.8262 -0.2006 0.368
N -2.4503 -0.0251 -0.7407 -0.858
N 2.0729 -1.0799 -0.5646 -0.869
F 1.7244 1.8747 -0.4816 -0.398
```

Calculated values
2S+1 = 1
E_LUMO = 0.035 hartree
structure (SMILES) = NC/C=C(/F)CN

***

From most stable to least stable, the computed energies give <B>, <A>.

***

<A>
A single C4H9FN2 molecule. Source: the Open Molecules 2025 dataset; level of theory: ωB97M-V/def2-TZVPD.

Geometry as XYZ:
```
16
Properties=species:S:1:pos:R:3:nbo_charge:R:1
C 1.2061 0.1337 0.7340 -0.271
C -0.1481 0.1038 -0.0215 0.331
C -0.5595 -1.0664 -0.8627 -0.476
C -1.4574 -0.4458 0.3588 -0.071
H 3.1558 -0.1007 0.3214 0.351
H 2.2956 1.0161 -0.7798 0.364
H 1.4709 1.0311 1.4185 0.211
H 1.5374 -0.8341 1.3266 0.210
H -0.7479 -0.9716 -1.8732 0.241
H 0.2651 -1.8985 -0.8819 0.252
H -1.4601 -0.7434 1.4231 0.201
H -3.2644 0.3269 -0.5883 0.389
H -1.9670 1.3771 0.2001 0.400
N 2.3186 0.0611 -0.3787 -0.834
N -2.4442 0.4357 0.1970 -0.858
F -0.2009 1.5750 -0.5936 -0.440
```

Calculated values
2S+1 = 1
E_LUMO = 0.033 hartree
structure (SMILES) = NC[C@@]1(F)C[C@@H]1N

***

<B>
A single C4H9FN2 molecule. Source: the Open Molecules 2025 dataset; level of theory: ωB97M-V/def2-TZVPD.

Geometry as XYZ:
```
16
Properties=species:S:1:pos:R:3:nbo_charge:R:1
C -0.6214 0.1825 0.9234 -0.095
C 0.5250 0.9619 0.4166 -0.415
C 0.6363 -0.0970 -0.7209 -0.090
C -0.1280 -1.0097 0.2533 0.165
H -2.1843 0.2456 -0.6170 0.369
H -2.8292 -0.0248 1.1791 0.378
H -0.6182 0.2926 2.0797 0.198
H 0.4993 2.0358 0.1201 0.221
H 1.3045 0.7362 1.0255 0.205
H -0.0004 0.2996 -1.4866 0.189
H 1.8200 -0.7928 -2.0387 0.365
H 2.5743 0.5972 -1.1280 0.367
H 0.4131 -1.8922 0.7739 0.219
N -2.0557 0.6064 0.5019 -0.836
N 2.0076 -0.3980 -1.0484 -0.823
F -1.3429 -1.7435 -0.2338 -0.416
```

Calculated values
2S+1 = 1
E_LUMO = 0.033 hartree
structure (SMILES) = N[C@@H]1C[C@@H](N)C1F

***

From most stable to least stable, the computed energies give <B>, <A>.

***

<A>
An isolated ion of composition C5H6NS and charge +1. Source: the Open Molecules 2025 dataset; level of theory: ωB97M-V/def2-TZVPD.

Geometry as XYZ:
```
13
Properties=species:S:1:pos:R:3:nbo_charge:R:1
C -3.4349 -0.6145 0.0703 0.317
C -2.2709 -0.1799 -0.2704 -0.486
C 0.7226 -1.6495 0.2365 -0.497
C 1.1135 0.8781 0.3507 -0.416
C -1.0350 0.0812 -0.4414 0.237
N -0.1254 1.0722 -0.5264 -0.609
S 1.8574 -0.5204 -0.3154 0.454
H 0.3887 -1.8550 1.2412 0.244
H 0.7930 -2.5358 -0.4354 0.258
H 1.7090 1.7220 0.4321 0.269
H 0.8175 0.5194 1.3780 0.269
H -0.5970 2.0083 -0.1715 0.476
H 0.0615 1.0741 -1.5483 0.483
```

Calculated values
2S+1 = 1
charge = +1
E_LUMO = -0.218 hartree

***

<B>
An isolated ion of composition C5H6NS and charge +1. Source: the Open Molecules 2025 dataset; level of theory: ωB97M-V/def2-TZVPD.

Geometry as XYZ:
```
13
Properties=species:S:1:pos:R:3:nbo_charge:R:1
C -1.4191 1.3144 0.0544 -0.067
C -0.4867 2.3040 0.1205 -0.296
C -0.8537 0.0104 -0.1485 0.100
C 0.8794 1.9454 0.1230 0.028
C 1.3257 -1.2061 -0.0425 -0.426
N 0.3893 -0.0830 0.1439 -0.279
S 2.4280 2.1241 0.1033 0.481
H -2.4303 1.4610 0.1062 0.251
H -0.7922 3.2481 0.2817 0.272
H -1.3410 -0.9677 -0.4465 0.238
H 2.1917 -1.0239 -0.5883 0.240
H 0.6769 -1.9425 -0.6563 0.224
H 1.6946 -1.3946 0.8743 0.235
```

Calculated values
2S+1 = 1
charge = +1
E_LUMO = -0.243 hartree

***

From most stable to least stable, the computed energies give <B>, <A>.